# 1
{"formula": "C24H27AsF9NO5PtS3", "method": "ωB97M-V with the def2-TZVPD basis set", "species": ["Pt", "C", "C", "S", "O", "C", "C", "H", "H", "H", "H", "H", "H", "H", "H", "H", "H", "F", "C", "F", "F", "C", "C", "C", "C", "C", "C", "C", "C", "H", "H", "H", "H", "F", "C", "F", "F", "S", "O", "O", "N", "S", "O", "O", "C", "F", "F", "F", "C", "As", "C", "C", "C", "C", "C", "C", "C", "C", "H", "H", "H", "H", "H", "H", "H", "H", "H", "H", "H", "H", "H"], "xyz": [[-0.3978, 0.8031, -0.3579], [-1.5738, -0.1557, 5.5047], [-1.8559, 1.3291, 5.6444], [-1.9743, 2.0977, 4.0151], [-0.8020, 1.7657, 3.1949], [-2.2234, 3.8674, 4.1866], [-3.6151, 4.1807, 4.7139], [-1.5213, -0.5859, 6.5038], [-0.6224, -0.3310, 5.0072], [-2.3658, -0.6656, 4.9581], [-1.0674, 1.8749, 6.1685], [-2.8177, 1.5407, 6.1146], [-2.0657, 4.2318, 3.1716], [-1.4150, 4.2117, 4.8366], [-4.3841, 3.8396, 4.0250], [-3.7021, 5.2627, 4.8002], [-3.7912, 3.7592, 5.7030], [4.0175, -7.2475, 1.2188], [3.0206, -6.9641, 2.0625], [2.1628, -7.9807, 2.0637], [3.5341, -6.8392, 3.2895], [2.3549, -5.6645, 1.6452], [3.1237, -4.4933, 1.7035], [2.5662, -3.3031, 1.3265], [1.2119, -3.2654, 0.8803], [0.4538, -4.4671, 0.8300], [1.0283, -5.6536, 1.2110], [0.6550, -2.0594, 0.5001], [0.1623, -0.9721, 0.1580], [4.1484, -4.5404, 2.0471], [3.1345, -2.3841, 1.3649], [-0.5725, -4.4303, 0.4917], [0.4645, -6.5750, 1.1805], [-1.6213, 3.9731, -3.1432], [-2.5241, 3.0275, -2.9478], [-3.7141, 3.4461, -3.2892], [-2.1949, 1.9512, -3.6621], [-2.4762, 2.5302, -1.1436], [-1.1296, 2.8914, -0.6412], [-2.5532, 1.0536, -1.1113], [-3.6527, 3.3217, -0.6016], [-4.0671, 3.4075, 0.9392], [-3.3225, 2.4616, 1.7535], [-4.1348, 4.7554, 1.3910], [-5.7858, 2.7443, 0.8523], [-6.5092, 3.4482, 0.0078], [-5.7438, 1.4755, 0.4724], [-6.2954, 2.8283, 2.0772], [1.1225, 2.1487, -3.8362], [0.9027, 0.6733, -2.6114], [0.1153, -0.7412, -3.6556], [2.7294, 0.1087, -2.1791], [3.4497, -0.3928, -3.3944], [4.2420, 0.4671, -4.1507], [4.8875, 0.0087, -5.2898], [4.7471, -1.3145, -5.6827], [3.9666, -2.1813, -4.9296], [3.3209, -1.7220, -3.7925], [1.8695, 1.8489, -4.5718], [1.4608, 3.0334, -3.3014], [0.1808, 2.3542, -4.3354], [0.7035, -0.8958, -4.5588], [-0.9022, -0.4543, -3.9145], [0.0913, -1.6581, -3.0695], [2.6337, -0.6528, -1.4040], [3.2134, 0.9835, -1.7438], [4.3701, 1.4971, -3.8363], [5.5073, 0.6832, -5.8648], [5.2531, -1.6736, -6.5685], [3.8672, -3.2169, -5.2260], [2.7214, -2.4053, -3.1997]], "atomic_forces_ev_per_a": [[0.156, 0.001, -0.342], [0.019, -0.036, 0.015], [-0.069, 0.079, -0.007], [0.277, -0.115, -0.196], [-0.209, 0.050, 0.221], [-0.025, 0.074, 0.014], [-0.005, -0.006, 0.044], [-0.001, 0.005, 0.001], [-0.001, 0.010, -0.002], [-0.012, 0.011, 0.007], [0.007, 0.009, -0.010], [0.008, -0.007, 0.016], [-0.008, 0.020, 0.010], [0.003, -0.022, 0.011], [-0.005, -0.013, 0.009], [0.012, 0.003, -0.017], [0.010, 0.009, 0.003], [0.006, -0.004, -0.002], [-0.015, 0.022, -0.014], [-0.012, -0.017, -0.005], [0.008, 0.006, 0.013], [0.008, 0.015, -0.002], [-0.002, -0.018, 0.005], [-0.048, -0.006, -0.010], [0.139, -0.032, 0.002], [-0.033, 0.029, -0.018], [0.005, -0.023, 0.014], [-0.075, -0.049, 0.003], [-0.043, 0.211, 0.104], [-0.001, -0.004, -0.002], [-0.007, 0.003, -0.010], [0.002, 0.013, -0.008], [0.002, 0.001, -0.002], [-0.026, 0.028, 0.012], [0.007, 0.013, 0.000], [-0.015, -0.047, -0.005], [0.031, 0.021, 0.014], [-0.206, -0.102, -0.039], [0.094, -0.135, 0.055], [0.056, 0.036, 0.021], [0.095, 0.087, -0.118], [0.202, -0.108, 0.447], [-0.161, 0.053, -0.337], [-0.050, -0.039, -0.091], [-0.032, 0.011, 0.036], [0.007, 0.015, 0.018], [0.002, 0.005, -0.017], [-0.004, -0.022, -0.016], [-0.001, 0.052, 0.023], [-0.024, -0.088, 0.124], [-0.032, -0.001, -0.004], [-0.104, 0.009, 0.038], [0.024, -0.002, -0.015], [-0.017, 0.012, 0.003], [-0.008, -0.006, 0.005], [0.007, 0.002, -0.008], [-0.006, 0.000, 0.004], [0.004, 0.005, 0.018], [-0.003, -0.012, 0.008], [-0.010, 0.002, 0.003], [-0.007, 0.007, -0.008], [0.008, 0.007, 0.003], [0.000, 0.001, -0.006], [0.004, 0.005, 0.006], [0.030, -0.007, -0.023], [0.028, -0.017, 0.018], [0.008, 0.001, -0.007], [0.002, -0.001, -0.002], [0.001, 0.003, 0.000], [0.000, 0.000, 0.000], [0.005, -0.008, -0.007]], "mulliken_spin": [1.2457, 0.0066, 0.0528, 0.4074, 0.4254, 0.0599, 0.0099, 0.0012, -0.0001, -0.0006, 0.0273, -0.0038, -0.0022, 0.0156, -0.0061, 0.0016, 0.0009, 0.0064, 0.0103, 0.0010, 0.0055, 0.1565, -0.0393, 0.1026, 0.0459, 0.0930, -0.0257, 0.3533, 0.4933, 0.0011, -0.0004, -0.0015, 0.0011, 0.0003, -0.0074, 0.0002, 0.0010, -0.0161, 0.0140, 0.0907, 0.0184, -0.0063, 0.0165, 0.0026, -0.0015, 0.0000, -0.0005, 0.0000, 0.0343, 0.3232, 0.0271, 0.0421, 0.0003, 0.0133, -0.0053, 0.0111, -0.0045, 0.0125, 0.0185, -0.0005, -0.0049, 0.0098, -0.0018, -0.0122, -0.0274, 0.0047, 0.0008, -0.0001, 0.0004, -0.0001, 0.0024], "e_homo_ev": [-13.11, -13.54], "charge": 2, "spin_multiplicity": 5, "energy_ha": -5809.34143, "lumo_energy_ev": [-5.723, -9.040], "homo_lumo_gap_ev": [7.39, 4.50]}

# 2
{"formula": "C24H27B3NO26Ti", "method": "ωB97M-V with the def2-TZVPD basis set", "species": ["Ti", "O", "C", "O", "B", "O", "C", "O", "O", "C", "O", "C", "O", "O", "O", "C", "O", "B", "O", "C", "O", "O", "C", "O", "C", "O", "O", "O", "C", "O", "B", "O", "C", "O", "O", "C", "O", "C", "O", "O", "C", "C", "C", "O", "H", "H", "H", "H", "H", "H", "H", "H", "C", "C", "C", "C", "C", "C", "N", "O", "C", "C", "C", "H", "H", "H", "H", "H", "H", "H", "H", "H", "H", "H", "H", "H", "H", "H", "H", "H", "H", "H"], "xyz": [[-6.6066, 5.8347, 20.3800], [-8.6498, 12.9142, 24.9279], [-7.8537, 12.0587, 24.7326], [-7.7762, 11.2679, 23.6691], [-6.6605, 10.3257, 23.8219], [-6.1469, 10.5546, 25.1808], [-6.7051, 11.6421, 25.6923], [-6.4229, 12.1572, 26.7286], [-5.5878, 10.5982, 22.8268], [-5.4813, 9.5896, 21.9991], [-4.7109, 9.4756, 21.0937], [-6.5013, 8.5249, 22.4583], [-7.0473, 8.9259, 23.5696], [-6.6736, 7.4642, 21.9221], [-8.5108, 13.8952, 20.8611], [-8.8811, 12.8553, 20.4069], [-8.2276, 12.0780, 19.5539], [-8.9807, 10.8211, 19.3395], [-10.2754, 11.0515, 19.9524], [-10.2530, 12.1699, 20.6808], [-11.1360, 12.5879, 21.3610], [-9.0524, 10.4977, 17.9095], [-8.4355, 9.3620, 17.6539], [-8.2794, 8.8425, 16.5919], [-7.9837, 8.7805, 19.0137], [-8.2392, 9.6655, 19.9458], [-7.4969, 7.6897, 19.1458], [-7.6173, 4.5942, 22.0114], [-8.5600, 3.8161, 22.1466], [-9.3452, 3.3644, 21.1662], [-10.2982, 2.3746, 21.7152], [-9.9737, 2.3045, 23.1346], [-8.9186, 3.0903, 23.4255], [-8.3498, 3.1361, 24.4823], [-10.1194, 1.0623, 21.0417], [-11.2946, 0.5998, 20.6592], [-11.5351, -0.4873, 20.2214], [-12.3296, 1.7344, 20.8632], [-11.6934, 2.7470, 21.4424], [-13.4723, 1.7247, 20.5257], [-8.6622, 2.7201, 17.8994], [-7.8501, 4.0026, 17.9622], [-8.1600, 4.8383, 16.6940], [-8.2599, 4.7789, 19.0903], [-8.4918, 2.1888, 16.9647], [-9.7254, 2.9876, 17.9079], [-8.4955, 2.0716, 18.7610], [-6.7763, 3.8198, 17.9439], [-7.4543, 5.6689, 16.5987], [-9.1338, 5.3232, 16.7774], [-8.1420, 4.2437, 15.7775], [-9.1998, 4.6095, 19.2179], [-2.3568, 6.6215, 18.4313], [-3.7881, 6.0456, 18.3937], [-3.8937, 5.0303, 17.2675], [-3.3285, 3.6309, 17.5665], [-3.7238, 3.1019, 18.9336], [-3.6875, 4.0902, 20.1095], [-4.1773, 5.4135, 19.6636], [-4.2439, 6.3539, 20.7066], [-4.6036, 3.5171, 21.1850], [-2.2595, 4.1426, 20.6774], [-4.7429, 7.1848, 18.0807], [-2.2578, 7.4380, 19.1466], [-2.1121, 6.9579, 17.4244], [-1.6164, 5.8614, 18.6924], [-4.9308, 4.9070, 16.9406], [-3.3761, 5.4118, 16.3836], [-2.2487, 3.6513, 17.3913], [-3.7271, 2.9626, 16.7985], [-2.9587, 2.3519, 19.1834], [-4.6330, 2.4984, 18.9289], [-5.6336, 3.4526, 20.8394], [-4.1991, 2.5171, 21.4032], [-4.4987, 4.0250, 22.1440], [-2.1765, 4.9667, 21.3955], [-2.0546, 3.2386, 21.2508], [-1.4793, 4.2581, 19.9268], [-4.8540, 7.8645, 18.9312], [-5.7475, 6.8628, 17.8052], [-4.3562, 7.8058, 17.2683], [-3.3490, 6.5269, 21.0349]], "atomic_forces_ev_per_a": [[-1.574, -0.176, 1.630], [-0.452, 0.505, 0.139], [0.565, -0.321, -0.076], [0.004, -0.298, -0.181], [0.124, 0.727, 0.378], [0.235, -0.235, -0.246], [-0.483, -0.369, -0.152], [0.171, 0.258, 0.333], [-0.040, 0.018, -0.102], [-0.327, 0.263, 0.426], [0.369, -0.227, -0.572], [0.417, 0.227, 0.329], [-0.294, -0.067, -0.228], [-0.317, -0.774, -0.405], [0.016, 0.027, -0.127], [-0.231, -0.077, 0.179], [0.179, -0.331, 0.004], [0.293, 0.949, 0.164], [-0.108, -0.433, 0.114], [0.200, 0.178, -0.173], [-0.079, -0.007, -0.004], [0.011, -0.104, -0.239], [-0.381, 0.157, 0.477], [0.164, -0.206, -0.426], [-0.329, 0.904, 0.195], [0.031, -0.625, -0.250], [0.528, -0.882, 0.262], [2.942, 2.826, -2.025], [-1.763, -2.639, 3.361], [-0.992, -0.282, -1.442], [1.237, 0.878, 0.601], [-0.824, -0.644, -0.047], [0.512, 1.229, -2.967], [0.427, -0.026, 1.451], [-0.353, -0.508, -0.179], [0.239, 0.365, 0.201], [-0.036, -0.426, -0.266], [0.800, 0.620, 0.348], [-0.546, -0.398, -0.216], [-0.687, -0.170, -0.203], [-0.049, -0.088, 0.386], [-1.457, 0.461, -1.731], [0.378, 0.301, 0.228], [1.450, 0.167, -0.267], [0.180, -0.098, 0.033], [0.036, -0.009, 0.013], [0.047, -0.002, -0.069], [0.157, -0.038, 0.711], [0.027, -0.068, -0.050], [-0.122, -0.237, 0.067], [0.095, -0.028, 0.089], [0.039, -0.061, 0.750], [0.106, -0.512, 0.079], [0.800, 0.385, -0.316], [-0.134, -0.977, -0.394], [-0.317, 0.648, -0.542], [1.026, -0.731, 0.105], [0.415, -0.138, -0.221], [-1.712, -0.470, -0.438], [0.121, -0.299, 0.124], [0.964, -0.242, 0.309], [-0.022, 0.422, 0.319], [-0.153, 0.716, 0.327], [-0.078, 0.144, -0.117], [0.052, 0.302, 0.124], [-0.080, 0.028, -0.044], [-0.113, 0.164, 0.313], [-0.038, 0.212, 0.102], [0.050, -0.085, 0.421], [0.109, -0.074, 0.048], [-0.196, -0.009, 0.116], [-0.365, 0.529, -0.190], [-0.146, -0.096, 0.295], [-0.466, -0.010, -0.225], [-0.448, 0.345, -0.131], [0.157, -0.057, -0.044], [-0.033, -0.055, -0.093], [-0.077, -0.026, -0.062], [0.125, -0.071, 0.003], [0.084, -0.223, -0.070], [0.007, -0.217, -0.087], [-0.065, 0.187, 0.065]], "mulliken_spin": [1.8451, 0.0000, 0.0001, 0.0010, 0.0054, 0.0002, 0.0002, 0.0000, -0.0014, 0.0038, 0.0003, 0.0311, -0.0021, 0.0303, 0.0000, -0.0001, 0.0001, 0.0059, -0.0001, -0.0001, 0.0000, 0.0009, 0.0042, 0.0012, 0.0224, 0.0021, 0.0040, 0.0934, 0.4693, 0.0788, 0.0123, 0.0270, 0.0808, 0.1345, -0.0017, -0.0025, -0.0006, -0.0023, -0.0041, -0.0006, 0.0027, 0.0532, 0.0076, -0.0059, 0.0000, 0.0007, -0.0012, -0.0237, -0.0037, 0.0020, 0.0006, 0.0063, 0.0018, 0.0008, 0.0211, -0.0064, 0.0104, -0.0325, -0.0497, -0.0018, 0.1938, 0.0003, 0.1141, -0.0008, 0.0007, -0.0004, -0.0042, 0.0009, -0.0002, -0.0008, 0.0018, 0.0009, -0.1042, 0.0083, 0.0026, 0.0006, -0.0015, 0.0003, -0.0118, -0.0293, 0.0001, 0.0075], "e_homo_ev": [-0.13, -4.33], "charge": -2, "spin_multiplicity": 4, "energy_ha": -3866.57373, "lumo_energy_ev": [2.954, 2.952], "homo_lumo_gap_ev": [3.08, 7.28]}